<A>
3 unconnected molecules or ions with the total composition C4H14N2O2. Source: OMol25; level of theory: ωB97M-V with the def2-TZVPD basis set.

The geometry in XYZ format:
```
22
Properties=species:S:1:pos:R:3
H -2.013 -1.811 3.004
N -1.604 -1.148 2.396
C -1.870 -0.942 1.106
N -1.764 0.297 0.587
C -1.234 0.265 -0.764
C -1.149 1.695 -1.349
C -0.069 1.810 -2.439
H -2.485 -1.462 0.210
H -1.440 1.193 1.231
H -1.587 -0.417 -1.452
H -0.092 0.024 -0.773
H -2.207 1.894 -1.709
H -0.894 2.311 -0.583
H 0.223 0.753 -2.516
H -0.408 2.064 -3.365
H 0.686 2.482 -2.227
O 3.151 -0.750 -1.439
H 2.944 0.163 -1.471
H 2.368 -1.269 -1.190
O 3.031 -1.099 2.257
H 2.377 -0.393 2.348
H 2.586 -1.754 1.746
```

The LUMO energy comes out at 0.0195 Eh. As for the molar mass: 122.2 g mol⁻¹. Its structure (SMILES) is [H]/N=C/NCCC.O.O. As for the spin multiplicity: 1.

The net atomic charges from Mulliken, expressed in e, are: atom 1 (H): 0.212, atom 2 (N): -0.659, atom 3 (C): 0.188, atom 4 (N): -0.205, atom 5 (C): -0.702, atom 6 (C): -0.323, atom 7 (C): -1.155, atom 8 (H): 0.243, atom 9 (H): 0.300, atom 10 (H): 0.405, atom 11 (H): 0.084, atom 12 (H): 0.304, atom 13 (H): 0.335, atom 14 (H): 0.313, atom 15 (H): 0.335, atom 16 (H): 0.322, atom 17 (O): -0.603, atom 18 (H): 0.302, atom 19 (H): 0.312, atom 20 (O): -0.616, atom 21 (H): 0.316, atom 22 (H): 0.294

<B>
2 unconnected molecules or ions with the total composition C4H14N2O2. Source: OMol25; level of theory: ωB97M-V with the def2-TZVPD basis set.

The geometry in XYZ format:
```
22
Properties=species:S:1:pos:R:3
C 1.987 0.474 0.398
C 1.857 0.093 -1.120
O 2.223 -1.269 -1.068
C 0.388 0.180 -1.566
N -0.618 -0.158 -0.464
C -1.583 0.912 -0.331
N -1.857 1.289 1.101
H 1.304 -0.283 0.834
H 1.520 1.421 0.616
H 3.011 0.421 0.790
H 2.350 0.745 -1.867
H 3.071 -1.581 -1.471
H 0.316 1.212 -1.933
H 0.150 -0.597 -2.298
H -1.060 -1.001 -0.790
H -1.324 1.869 -0.836
H -2.563 0.726 -0.795
H -1.997 2.257 1.287
H -1.176 0.790 1.648
O -1.609 -2.664 2.717
H -2.159 -1.988 3.149
H -2.230 -2.847 1.997
```

The LUMO energy comes out at 0.0313 Eh. As for the molar mass: 122.2 g mol⁻¹. Its structure (SMILES) is C[C@@H](O)CNCN.O. As for the spin multiplicity: 1.

The net atomic charges from Mulliken, expressed in e, are: atom 1 (C): -1.185, atom 2 (C): 0.253, atom 3 (O): -0.561, atom 4 (C): -0.777, atom 5 (N): -0.218, atom 6 (C): -0.395, atom 7 (N): -0.574, atom 8 (H): 0.293, atom 9 (H): 0.303, atom 10 (H): 0.328, atom 11 (H): 0.346, atom 12 (H): 0.307, atom 13 (H): 0.383, atom 14 (H): 0.340, atom 15 (H): 0.207, atom 16 (H): 0.204, atom 17 (H): 0.324, atom 18 (H): 0.202, atom 19 (H): 0.232, atom 20 (O): -0.637, atom 21 (H): 0.321, atom 22 (H): 0.305

Relative energy table, unit kJ/mol: <A> 108.0; <B> 0.0

<A>
C3H2F4 in the gas phase. Source: OMol25; level of theory: ωB97M-V with the def2-TZVPD basis set.

The geometry in XYZ format:
```
9
Properties=species:S:1:pos:R:3
F 2.624 -0.086 -0.245
C 1.297 -0.439 -0.274
C 0.312 0.609 -0.317
F 0.337 1.822 0.046
C -1.004 0.086 0.080
F -1.282 -1.339 -0.077
F -2.190 0.743 -0.498
H 1.080 -1.486 -0.077
H -1.174 0.090 1.362
```

The LUMO energy comes out at -0.0052 Eh. As for the molar mass: 114.0 g mol⁻¹. Its structure (SMILES) is F/C=C(\F)C(F)F. As for the spin multiplicity: 1.

The net atomic charges from Mulliken, expressed in e, are: atom 1 (F): -0.223, atom 2 (C): -0.147, atom 3 (C): 0.255, atom 4 (F): -0.202, atom 5 (C): 0.344, atom 6 (F): -0.266, atom 7 (F): -0.257, atom 8 (H): 0.349, atom 9 (H): 0.147

<B>
2 unconnected molecules or ions with the total composition C3H2F4. Source: OMol25; level of theory: ωB97M-V with the def2-TZVPD basis set.

The geometry in XYZ format:
```
9
Properties=species:S:1:pos:R:3
C -1.474 0.286 0.266
C -0.881 -0.471 -0.642
C 2.067 0.609 -0.059
F -1.767 -0.176 1.443
F -0.537 -1.765 -0.491
F 1.723 0.161 1.108
F 3.286 0.249 -0.195
H -1.741 1.324 0.269
H -0.677 -0.216 -1.698
```

The LUMO energy comes out at 0.0070 Eh. As for the molar mass: 114.0 g mol⁻¹. As for the spin multiplicity: 1.

The net atomic charges from Mulliken, expressed in e, are: atom 1 (C): 0.069, atom 2 (C): -0.294, atom 3 (C): 0.179, atom 4 (F): -0.223, atom 5 (F): -0.239, atom 6 (F): -0.077, atom 7 (F): -0.101, atom 8 (H): 0.345, atom 9 (H): 0.342

<C>
2 unconnected molecules or ions with the total composition C3H2F4. Source: OMol25; level of theory: ωB97M-V with the def2-TZVPD basis set.

The geometry in XYZ format:
```
9
Properties=species:S:1:pos:R:3
C 0.553 -0.210 -1.431
C 0.368 0.672 -0.521
C -0.616 -0.087 1.157
F 0.576 1.956 -0.394
F 0.377 -0.898 1.621
F -1.739 -0.757 0.971
F -0.733 0.862 2.139
H 0.957 -0.274 -2.394
H 0.256 -1.264 -1.148
```

The LUMO energy comes out at 0.0320 Eh. As for the molar mass: 114.0 g mol⁻¹. As for the spin multiplicity: 1.

The net atomic charges from Mulliken, expressed in e, are: atom 1 (C): -0.655, atom 2 (C): 0.369, atom 3 (C): 0.554, atom 4 (F): -0.184, atom 5 (F): -0.212, atom 6 (F): -0.176, atom 7 (F): -0.223, atom 8 (H): 0.354, atom 9 (H): 0.173

Relative energy table, unit kJ/mol: <A> 27.2; <B> 72.4; <C> 0.0